Entry 1:
C31H36GeNO4S2Sb2Sn as an isolated structure. Source: the OMol25 dataset; level of theory: wB97M-V/def2-TZVPD.

CARTESIAN COORDINATES (ANGSTROEM)
H1 3.033 6.592 -3.762
H2 -6.357 -3.727 3.232
C1 -3.663 -1.716 5.119
C2 -0.076 5.280 -3.932
C3 -3.348 -2.318 3.900
H3 -5.173 -1.358 6.597
Sb1 2.242 1.118 -2.329
C4 1.415 -2.007 -0.121
H4 -1.759 3.421 -4.665
C5 -4.327 -3.046 3.229
C6 -3.618 1.689 -2.805
H5 0.561 -4.081 3.706
H6 4.175 -0.677 -1.821
H7 4.624 0.261 -3.259
O1 -1.504 -0.585 2.202
O2 -2.493 1.037 0.792
H8 -1.114 4.733 -1.335
C7 1.575 3.533 -4.087
H9 5.448 -1.486 3.911
C8 3.953 -0.118 3.194
H10 -2.102 -3.405 0.405
C9 4.288 -2.363 2.354
C10 0.174 -4.352 2.729
C11 2.913 0.106 2.319
H11 -1.156 -5.364 -0.739
C12 2.562 4.515 -3.977
C13 4.636 -1.342 3.212
C14 3.809 -0.262 -2.760
H12 1.327 1.510 -4.833
H13 2.382 1.050 2.322
H14 0.646 -2.190 -0.858
H15 2.851 3.526 -1.262
H16 0.646 7.284 -3.722
Ge1 -1.554 -2.145 3.219
C15 0.227 3.923 -4.063
C16 0.692 -5.471 2.092
H17 -2.302 3.929 -0.282
C17 -0.841 -3.594 2.139
C18 -0.777 -5.078 0.234
H18 -6.902 -2.648 5.386
H19 4.353 2.747 -1.796
C19 0.913 6.240 -3.815
H20 3.458 -1.074 -3.394
C20 -2.015 4.121 -1.315
H21 -4.138 1.337 -1.917
H22 3.583 2.234 -0.281
S1 2.558 -3.208 0.283
C21 3.399 2.586 -1.296
H23 0.615 -6.707 0.340
C22 0.218 -5.833 0.841
Sb2 -1.642 2.256 -2.270
H24 -0.644 2.072 -4.773
H25 4.817 -3.307 2.368
C23 -1.313 -3.973 0.882
S2 -2.233 -0.383 0.852
C24 2.246 5.853 -3.837
H26 1.464 -6.059 2.574
N1 1.519 -0.879 0.513
H27 -0.533 -1.759 4.293
H28 -1.116 5.585 -3.939
H29 -2.821 4.658 -1.813
C25 -5.601 -3.162 3.761
C26 -0.902 2.949 -4.182
Sn1 0.087 1.079 0.083
C27 3.238 -2.140 1.466
H30 -4.133 2.560 -3.208
O3 -3.293 -1.315 0.700
H31 4.246 0.662 3.884
H32 -2.913 -1.152 5.662
H33 -4.102 -3.516 2.279
C28 -4.938 -1.830 5.652
H34 2.990 2.059 -4.708
C29 -5.906 -2.554 4.972
C30 2.010 2.107 -4.231
C31 2.550 -0.920 1.443
H35 -3.604 0.897 -3.550
H36 3.604 4.217 -4.019
O4 -1.131 -0.624 -0.186

HOMO energy ... -10.74 eV
M ... 985.607 g mol⁻¹
Multiplicity ... 1
Kohn-Sham gap ... 7.920 eV
Total charge ... +1

Atom charges from the Löwdin analysis, given in e for atoms 1 to 2:
1. H 0.109
2. H 0.108

Entry 2:
A 6-piece molecular cluster, C31H36IN6O2 overall in a non-equilibrium geometry. Source: the OMol25 dataset; level of theory: wB97M-V/def2-TZVPD.

CARTESIAN COORDINATES (ANGSTROEM)
C1 -4.046 -3.812 -2.980
C2 -2.635 0.191 -9.379
H1 -0.263 2.138 0.752
H2 5.326 -0.482 9.122
H3 -0.895 -3.410 -7.351
H4 -4.057 0.819 -10.872
C3 0.908 -2.677 -6.439
H5 -2.169 -4.859 -2.977
H6 -1.980 -0.580 1.712
C4 -2.675 2.858 1.922
C5 4.287 3.052 3.374
H7 -4.482 -4.386 -3.787
H8 -2.096 0.487 0.387
H9 5.758 1.298 7.421
H10 -5.483 1.564 0.555
N1 4.911 1.876 5.380
O1 0.750 -0.273 2.877
N2 8.184 0.777 10.400
N3 -4.875 -0.224 -7.770
H11 3.665 0.360 5.986
H12 -4.321 -0.660 1.142
C6 -4.987 0.232 -9.025
H13 1.567 -3.021 -7.225
C7 -2.762 -4.072 -2.526
H14 -5.766 -2.546 -2.689
O2 -4.089 2.711 1.672
C8 3.166 2.249 3.243
C9 8.398 1.724 9.476
H15 -2.591 3.479 2.878
C10 -1.880 1.499 2.205
C11 2.921 1.266 4.177
H16 -2.339 -2.581 -5.493
H17 -1.246 -3.488 -1.110
C12 -1.267 -2.431 -5.474
H18 -1.514 -0.494 -7.670
H19 -6.001 0.424 -9.359
H20 6.940 -0.739 11.008
H21 -1.921 1.265 3.309
H22 2.482 2.390 2.412
C13 7.561 1.951 8.395
H23 2.048 0.632 4.086
C14 6.437 1.151 8.256
C15 6.193 0.163 9.198
C16 1.414 -2.008 -5.335
H24 -4.069 0.396 2.652
N4 -2.341 0.334 1.384
H25 -1.254 -1.390 -3.587
N5 -4.280 -2.045 -1.363
C17 0.580 0.434 1.878
C18 -3.037 -2.321 -0.944
C19 -0.665 -1.771 -4.416
C20 -0.460 -2.890 -6.504
H26 0.065 2.523 2.571
H27 -3.763 1.733 -0.199
H28 -2.675 -1.703 -0.128
C21 -3.857 0.291 1.536
C22 -4.760 -2.792 -2.370
H29 9.292 2.321 9.625
C23 3.816 1.118 5.224
C24 -2.491 -0.280 -8.083
C25 -3.635 -0.471 -7.325
C26 7.090 0.018 10.245
H30 6.019 3.423 4.603
H31 -3.575 -0.841 -6.307
H32 7.783 2.733 7.680
H33 -1.764 0.352 -10.005
C27 -0.315 1.759 1.826
H34 4.507 3.833 2.657
H35 2.478 -1.820 -5.235
I1 1.612 -0.237 0.045
H36 -2.137 3.451 1.117
C28 -4.369 1.614 0.767
C29 5.126 2.826 4.454
C30 -3.907 0.452 -9.865
N6 0.656 -1.552 -4.326
C31 -2.246 -3.312 -1.488

HOMO energy ... -10.58 eV
M ... 651.573 g mol⁻¹
Multiplicity ... 1
Kohn-Sham gap ... 7.140 eV
Total charge ... +1

Atom charges from the Löwdin analysis, given in e for atoms 1 to 2:
1. C -0.055
2. C -0.075

Entry 3:
C31H36N2PPbS4 as an isolated structure. Source: the OMol25 dataset; level of theory: wB97M-V/def2-TZVPD.

CARTESIAN COORDINATES (ANGSTROEM)
C1 -3.703 -0.144 -1.084
H1 4.266 0.966 2.889
H2 0.999 2.679 2.921
C2 -3.596 0.795 2.121
H3 2.327 -3.173 -3.939
H4 -2.556 -1.564 -2.239
C3 1.888 -1.834 -2.351
H5 2.038 -0.076 3.884
H6 0.998 -2.382 -2.056
C4 4.283 -0.491 1.271
C5 -2.732 1.381 1.191
H7 3.160 -2.691 -0.250
C6 2.926 -2.951 0.781
H8 4.906 0.257 -3.356
S1 2.828 -1.437 1.750
P1 -2.231 0.390 -0.227
H9 -6.741 -1.373 -3.120
C7 -4.965 0.403 -0.846
N1 4.531 -1.941 -4.837
S2 -0.147 -0.003 2.884
C8 0.073 3.420 -2.833
C9 -2.590 3.345 2.584
H10 1.468 -4.131 1.894
H11 0.635 4.127 -3.433
H12 -3.988 -0.204 1.947
H13 -1.716 -2.215 1.911
H14 -1.569 3.135 0.708
S3 0.091 -2.742 0.533
C10 -2.037 2.384 -2.236
C11 1.601 -3.704 0.901
H15 5.320 -1.399 -5.147
N2 2.180 -0.717 -1.643
H16 -7.028 0.394 -1.418
H17 1.597 -4.520 0.182
H18 0.925 0.985 4.751
C12 2.629 -2.276 -3.409
C13 1.279 0.694 3.764
C14 -3.962 1.485 3.265
C15 -2.224 2.658 1.429
C16 1.801 1.953 3.074
H19 1.849 2.652 -1.867
H20 4.928 1.556 1.369
H21 -3.756 3.308 4.383
Pb1 0.766 0.000 0.147
C17 3.771 -1.544 -3.816
S4 2.575 1.789 1.435
H22 -4.647 1.034 3.973
H23 4.305 -2.763 -5.369
C18 0.769 2.596 -1.946
H24 3.724 -3.574 1.181
H25 -3.113 2.304 -2.335
C19 3.255 -0.002 -2.049
C20 -1.309 3.308 -2.978
H26 0.986 -2.057 3.417
H27 -0.601 -1.935 4.176
H28 -0.858 -3.627 2.506
C21 -6.050 -0.038 -1.590
H29 -4.503 -2.330 -3.557
C22 -3.538 -1.134 -2.060
C23 -1.365 1.560 -1.314
H30 5.162 -0.948 1.723
H31 3.457 0.919 -1.509
C24 -0.725 -2.603 2.154
H32 4.386 -0.530 0.189
H33 -1.826 3.949 -3.683
C25 -3.457 2.761 3.498
C26 4.148 0.935 1.805
C27 -0.020 1.703 -1.260
C28 -0.050 -1.777 3.248
C29 4.060 -0.366 -3.087
H34 2.551 2.426 3.708
C30 -5.883 -1.023 -2.556
C31 -4.627 -1.566 -2.799
H35 -2.223 4.351 2.755
H36 -5.101 1.179 -0.104

HOMO energy ... -15.83 eV
M ... 803.085 g mol⁻¹
Multiplicity ... 1
Kohn-Sham gap ... 5.302 eV
Total charge ... +3

Atom charges from the Löwdin analysis, given in e for atoms 1 to 2:
1. C -0.387
2. H 0.099

Question: Among the records above, which one has the highest Kohn-Sham gap?
Answer: C31H36GeNO4S2Sb2Sn

Question: The lowest M belongs to which entry?
Answer: C31H36IN6O2

What did the third record say?
C31H36N2PPbS4 as an isolated structure. Source: the OMol25 dataset; level of theory: wB97M-V/def2-TZVPD.

CARTESIAN COORDINATES (ANGSTROEM)
C1 -3.703 -0.144 -1.084
H1 4.266 0.966 2.889
H2 0.999 2.679 2.921
C2 -3.596 0.795 2.121
H3 2.327 -3.173 -3.939
H4 -2.556 -1.564 -2.239
C3 1.888 -1.834 -2.351
H5 2.038 -0.076 3.884
H6 0.998 -2.382 -2.056
C4 4.283 -0.491 1.271
C5 -2.732 1.381 1.191
H7 3.160 -2.691 -0.250
C6 2.926 -2.951 0.781
H8 4.906 0.257 -3.356
S1 2.828 -1.437 1.750
P1 -2.231 0.390 -0.227
H9 -6.741 -1.373 -3.120
C7 -4.965 0.403 -0.846
N1 4.531 -1.941 -4.837
S2 -0.147 -0.003 2.884
C8 0.073 3.420 -2.833
C9 -2.590 3.345 2.584
H10 1.468 -4.131 1.894
H11 0.635 4.127 -3.433
H12 -3.988 -0.204 1.947
H13 -1.716 -2.215 1.911
H14 -1.569 3.135 0.708
S3 0.091 -2.742 0.533
C10 -2.037 2.384 -2.236
C11 1.601 -3.704 0.901
H15 5.320 -1.399 -5.147
N2 2.180 -0.717 -1.643
H16 -7.028 0.394 -1.418
H17 1.597 -4.520 0.182
H18 0.925 0.985 4.751
C12 2.629 -2.276 -3.409
C13 1.279 0.694 3.764
C14 -3.962 1.485 3.265
C15 -2.224 2.658 1.429
C16 1.801 1.953 3.074
H19 1.849 2.652 -1.867
H20 4.928 1.556 1.369
H21 -3.756 3.308 4.383
Pb1 0.766 0.000 0.147
C17 3.771 -1.544 -3.816
S4 2.575 1.789 1.435
H22 -4.647 1.034 3.973
H23 4.305 -2.763 -5.369
C18 0.769 2.596 -1.946
H24 3.724 -3.574 1.181
H25 -3.113 2.304 -2.335
C19 3.255 -0.002 -2.049
C20 -1.309 3.308 -2.978
H26 0.986 -2.057 3.417
H27 -0.601 -1.935 4.176
H28 -0.858 -3.627 2.506
C21 -6.050 -0.038 -1.590
H29 -4.503 -2.330 -3.557
C22 -3.538 -1.134 -2.060
C23 -1.365 1.560 -1.314
H30 5.162 -0.948 1.723
H31 3.457 0.919 -1.509
C24 -0.725 -2.603 2.154
H32 4.386 -0.530 0.189
H33 -1.826 3.949 -3.683
C25 -3.457 2.761 3.498
C26 4.148 0.935 1.805
C27 -0.020 1.703 -1.260
C28 -0.050 -1.777 3.248
C29 4.060 -0.366 -3.087
H34 2.551 2.426 3.708
C30 -5.883 -1.023 -2.556
C31 -4.627 -1.566 -2.799
H35 -2.223 4.351 2.755
H36 -5.101 1.179 -0.104

HOMO energy ... -15.83 eV
M ... 803.085 g mol⁻¹
Multiplicity ... 1
Kohn-Sham gap ... 5.302 eV
Total charge ... +3

Atom charges from the Löwdin analysis, given in e for atoms 1 to 2:
1. C -0.387
2. H 0.099

Question: Number 1 is which compound?
Answer: C31H36GeNO4S2Sb2Sn